Record 1
{
  "formula": "C18H14Br2F3N3RuS2",
  "method": "ωB97M-V/def2-TZVPD",
  "total_energy_ev": -195844.067,
  "homo_lumo_gap_ev": [5.662, 5.380],
  "lumo_energy_ev": [-4.890, -4.879],
  "total_charge": 1,
  "relative_energy_kj_mol": 235.37,
  "spin_multiplicity": 2,
  "elements": ["Ru", "C", "S", "C", "S", "N", "N", "C", "C", "C", "C", "C", "C", "N", "H", "H", "H", "H", "H", "H", "H", "H", "Br", "C", "Br", "H", "H", "F", "C", "F", "F", "C", "C", "C", "C", "C", "C", "C", "C", "H", "H", "H", "H"],
  "xyz": [[-1.404, 0.870, -0.026], [-4.300, 5.179, -1.557], [-3.389, 5.225, 0.004], [-2.340, 3.845, -0.133], [-2.754, 2.512, -1.176], [-1.265, 3.894, 0.604], [-0.465, 2.848, 0.591], [0.706, 3.017, 1.136], [1.822, 2.164, 0.957], [3.069, 2.539, 1.495], [4.216, 1.857, 1.205], [4.147, 0.729, 0.366], [2.939, 0.336, -0.103], [1.784, 1.015, 0.201], [-5.043, 5.968, -1.481], [-4.784, 4.215, -1.692], [-3.617, 5.385, -2.377], [0.878, 3.939, 1.681], [3.092, 3.410, 2.134], [5.162, 2.177, 1.618], [5.031, 0.167, 0.103], [2.802, -0.546, -0.712], [-2.192, 0.503, 2.636], [-3.864, -0.281, 2.013], [-3.729, -0.708, 0.120], [-4.651, 0.449, 2.152], [-4.046, -1.194, 2.565], [0.748, -6.899, 0.014], [1.489, -6.074, -0.737], [2.714, -6.004, -0.165], [1.653, -6.645, -1.941], [0.899, -4.696, -0.839], [1.349, -3.856, -1.851], [0.979, -2.524, -1.853], [0.171, -2.023, -0.824], [-0.363, -2.901, 0.120], [0.006, -4.235, 0.115], [0.035, -0.602, -0.632], [0.596, 0.477, -0.230], [2.007, -4.247, -2.616], [1.317, -1.860, -2.639], [-1.022, -2.515, 0.888], [-0.382, -4.910, 0.865]]
}

***

Record 2
{
  "formula": "C18H14Br2N2O3",
  "method": "ωB97M-V/def2-TZVPD",
  "total_energy_ev": -168099.172,
  "homo_lumo_gap_ev": 8.409,
  "lumo_energy_ev": 0.304,
  "total_charge": 0,
  "elements": ["O", "Br", "Br", "N", "O", "O", "C", "C", "C", "C", "C", "C", "C", "C", "C", "C", "C", "C", "C", "C", "N", "C", "C", "C", "C", "H", "H", "H", "H", "H", "H", "H", "H", "H", "H", "H", "H", "H", "H"],
  "xyz": [[0.422, 2.911, 2.666], [-5.033, 0.254, -2.296], [-5.876, 2.648, 2.899], [0.817, 0.726, 1.080], [4.419, -2.168, -3.459], [-2.866, 1.465, 3.292], [-0.521, 2.148, 2.521], [0.728, -0.420, 0.478], [-5.120, 1.430, 0.369], [3.842, -0.636, -1.641], [2.379, -2.462, -2.217], [2.925, -0.215, -0.645], [1.503, -2.042, -1.231], [-3.080, 0.312, -0.225], [-4.355, 0.729, -0.576], [-4.707, 1.663, 1.704], [3.573, -1.742, -2.465], [-3.405, 1.211, 2.055], [1.731, -0.905, -0.462], [-2.631, 0.506, 1.127], [-0.320, 0.964, 1.805], [5.777, -1.640, -3.511], [-1.837, 2.475, 3.265], [-0.611, -1.072, 0.676], [-1.335, -0.081, 1.589], [-6.105, 1.753, 0.066], [4.719, -0.033, -1.735], [2.170, -3.313, -2.858], [3.137, 0.680, -0.071], [0.595, -2.543, -1.089], [-2.507, -0.144, -1.019], [6.350, -2.191, -4.270], [5.796, -0.579, -3.778], [6.263, -1.770, -2.527], [-2.229, 3.348, 2.779], [-1.601, 2.707, 4.285], [-0.450, -2.038, 1.179], [-1.049, -1.307, -0.263], [-1.508, -0.628, 2.503]]
}

***

Record 3
{
  "formula": "C18H14ClF3N4OS",
  "method": "ωB97M-V/def2-TZVPD",
  "total_energy_ev": -58407.387,
  "homo_lumo_gap_ev": 8.020,
  "lumo_energy_ev": -0.412,
  "total_charge": 0,
  "relative_energy_kj_mol": 281.50,
  "elements": ["O", "F", "F", "F", "Cl", "N", "N", "N", "S", "C", "C", "C", "C", "C", "C", "C", "C", "C", "C", "C", "C", "C", "C", "N", "C", "C", "C", "C", "H", "H", "H", "H", "H", "H", "H", "H", "H", "H", "H", "H", "H", "H"],
  "xyz": [[-2.435, -3.880, 3.190], [5.742, 2.279, -0.645], [5.325, 0.146, -0.261], [5.842, 0.765, -2.286], [0.574, 3.221, 0.312], [-2.505, -2.822, 2.507], [-2.264, 0.131, -1.656], [1.854, 0.566, -2.511], [-0.191, -1.283, -0.617], [-0.988, 0.044, -1.429], [-2.486, 1.385, -2.307], [-1.274, 1.951, -2.511], [3.155, 0.586, -2.338], [1.047, 1.370, -1.802], [-1.099, 1.404, 3.020], [1.111, 0.295, 3.260], [3.005, 2.306, -0.722], [-1.593, 0.083, 2.591], [0.604, -0.915, 2.938], [1.603, 2.226, -0.804], [0.292, 1.466, 3.347], [3.756, 1.406, -1.365], [-0.776, -0.983, 2.570], [-0.366, 1.105, -1.892], [0.941, 2.827, 3.680], [5.259, 1.140, -1.123], [-1.481, -2.147, 0.339], [-1.185, -2.315, 1.921], [-3.362, 1.877, -2.655], [-1.015, 2.901, -3.010], [3.792, -0.088, -2.912], [-1.636, 2.275, 3.100], [2.145, 0.155, 3.582], [3.480, 2.877, 0.049], [-2.654, -0.085, 2.274], [1.244, -1.780, 2.729], [1.288, 2.914, 4.724], [1.693, 3.062, 3.027], [0.314, 3.656, 3.592], [-2.456, -1.661, 0.237], [-1.587, -3.170, -0.040], [-0.486, -3.065, 2.126]]
}